Entry 1:
A cluster of 2 separate species, C2H4N4O2 in total at a distorted geometry. Source: the OMol25 dataset; level of theory: wB97M-V/def2-TZVPD.

Positions of all 12 atoms, in Å:
1 C 0.786187 -0.616467 -0.187737
2 C -1.253776 -0.153080 -0.094802
3 H 1.883403 -1.896340 0.456959
4 H -2.721281 -1.158536 0.561702
5 H -0.867843 1.817644 -0.573726
6 H 2.156070 1.426875 0.587040
7 N -0.345294 -1.187349 -0.023936
8 N -2.533907 -0.289405 0.215846
9 N -0.611129 0.882507 -0.841725
10 N 0.703168 0.724616 -0.618608
11 O 1.965564 -1.124299 -0.137839
12 O 0.838836 1.573830 0.656824

Cartesian forces, eV/Å:
C -2.2 0.1 -0.8
C -5.2 -1.3 -0.4
H 0.4 0.0 -0.5
H -0.2 -3.0 1.1
H -0.4 0.3 -0.3
H -5.7 1.2 0.9
N 1.7 -0.6 1.1
N 4.1 4.7 -2.2
N -2.9 -0.3 0.3
N 1.6 1.7 1.0
O 1.4 -1.0 1.1
O 7.5 -1.9 -1.2

The energy above the lowest of the compared OMol25 structures with the same formula, charge and spin comes out at 97.4 kcal/mol. Its HOMO energy is -9.31 eV. As for the multiplicity: 1. The LUMO energy is -0.0056 Eh. For the HOMO-LUMO gap, the calculation gives 9.16 eV.

---

Entry 2:
A cluster of 2 separate species, CH4N2O3S in total at a distorted geometry. Source: the OMol25 dataset; level of theory: wB97M-V/def2-TZVPD.

Positions of all 11 atoms, in Å:
1 C 1.653130 -0.283536 -0.895689
2 N 2.458269 0.588838 -0.575235
3 N -2.344059 -0.574965 1.165144
4 O 0.243731 -0.083394 1.019967
5 O -1.220251 0.862776 -0.731246
6 O 1.054804 -1.080648 -1.463938
7 S -1.212030 -0.594257 0.167467
8 H -1.126139 0.761706 -1.754015
9 H 2.560279 1.161592 0.178612
10 H -2.688484 0.193472 1.744230
11 H 0.620749 -0.951584 1.144703

Cartesian forces, eV/Å:
C 3.4 3.8 0.8
N -1.3 -3.3 -3.0
N 0.4 -0.3 -0.9
O -1.7 -0.1 -0.8
O 0.2 -0.9 -1.6
O -1.2 -1.7 -0.8
S -0.7 2.1 1.1
H -0.2 -0.3 2.8
H -0.1 1.4 2.3
H 0.6 -0.1 -0.4
H 0.6 -0.6 0.6

The energy above the lowest of the compared OMol25 structures with the same formula, charge and spin comes out at 46.3 kcal/mol. Its HOMO energy is -10.29 eV. As for the multiplicity: 1. The LUMO energy is 0.0198 Eh. For the HOMO-LUMO gap, the calculation gives 10.83 eV.

---

Entry 3:
The ion C7H9N3P with charge +1 at a distorted geometry. Source: the OMol25 dataset; level of theory: wB97M-V/def2-TZVPD.

Positions of all 20 atoms, in Å:
1 H 2.306925 2.137276 1.921015
2 N 1.843032 1.762727 1.107230
3 C 2.223783 0.640825 0.701624
4 N 3.352818 -0.118169 1.052423
5 N 1.268233 -0.145371 -0.113089
6 C -0.016941 -0.152068 -0.380461
7 C -0.464378 -0.728126 -1.666118
8 C -1.788579 -0.933902 -1.876532
9 C -2.874984 -0.399149 -1.099724
10 C -2.436440 0.353069 0.002771
11 C -1.079277 0.301403 0.526044
12 P -0.931936 0.129321 2.175159
13 H -2.151165 0.831175 2.355148
14 H 3.418974 -1.025192 0.756123
15 H 4.271073 0.338391 1.149002
16 H 1.816574 -0.642257 -0.790384
17 H 0.236411 -1.222196 -2.284119
18 H -1.994133 -1.545396 -2.834247
19 H -3.869722 -0.491769 -1.356400
20 H -3.130268 0.909404 0.654533

Cartesian forces, eV/Å:
H 0.7 0.2 -0.2
N -0.7 -0.2 -0.1
C -0.6 -0.8 1.5
N -0.4 3.3 0.1
N 2.8 0.0 0.1
C -2.2 -0.2 -1.6
C 0.1 0.5 3.2
C -1.2 -1.1 -2.2
C 4.2 1.7 2.1
C -1.5 -0.7 -0.7
C 0.6 -0.4 -1.9
P 0.2 0.7 0.6
H -0.1 -0.3 0.5
H 0.0 -2.6 -0.9
H -1.1 -0.1 0.0
H 0.0 -0.4 -0.5
H 0.8 -0.1 -0.7
H 0.0 1.1 1.7
H -1.8 -0.1 -0.6
H 0.1 -0.5 -0.6

The energy above the lowest of the compared OMol25 structures with the same formula, charge and spin comes out at 56.8 kcal/mol. Its HOMO energy (spin up / spin down) is -12.76 / -12.76 eV. As for the multiplicity: 1. The net charge is +1. As for the SMILES: [H]/N=C(N)/[NH+]=C1/C=CC=C/C1=P\[H]. The LUMO energy (spin up / spin down) is -0.2199 / -0.2199 Eh. For the HOMO-LUMO gap (spin up / spin down), the calculation gives 6.77 / 6.78 eV.

---

Entry 4:
A structure of composition C58H58BCrGeO3P2S at a distorted geometry. Source: the OMol25 dataset; level of theory: wB97M-V/def2-TZVPD.

Positions of all 125 atoms, in Å:
1 Cr -0.653707 0.484423 0.003011
2 O -2.121138 -0.983099 2.117724
3 S -0.917277 -1.283390 1.337067
4 C 0.235959 -1.969203 2.550150
5 C 0.042501 -3.284495 2.943769
6 C 0.749539 -3.873213 3.988786
7 C 1.660920 -3.102041 4.665453
8 C 2.536312 -3.417507 5.842844
9 C 3.290764 -2.100372 6.141655
10 C 2.775965 -1.121143 5.124193
11 C 3.036030 0.215146 4.923011
12 C 2.390679 0.859217 3.873615
13 C 1.499456 0.225443 2.994271
14 P 0.792223 1.273664 1.686166
15 C 2.218991 2.263798 1.122735
16 C 3.552179 1.868324 1.142490
17 C 4.504833 2.633647 0.490249
18 C 4.144940 3.779081 -0.201570
19 C 2.820253 4.189385 -0.210866
20 C 1.876021 3.434184 0.450844
21 C -0.117510 2.456467 2.745343
22 C -1.432179 2.100901 3.051568
23 C -2.176532 2.873729 3.921399
24 C -1.623304 4.009669 4.492973
25 C -0.318124 4.366931 4.191584
26 C 0.435281 3.596299 3.324261
27 C 1.163859 -1.138664 3.218477
28 C 1.848581 -1.762665 4.286730
29 C -1.255756 -2.748879 0.383154
30 C -2.345611 -3.525707 0.754469
31 C -2.587867 -4.788725 0.213616
32 C -1.681620 -5.282578 -0.696948
33 C -1.610852 -6.599068 -1.418048
34 C -0.348295 -6.501979 -2.308884
35 C 0.211331 -5.134450 -2.043082
36 C 1.308606 -4.475405 -2.550072
37 C 1.529383 -3.160767 -2.156076
38 C 0.699970 -2.477350 -1.253159
39 P 0.999127 -0.711008 -1.045462
40 C 2.788197 -0.756120 -0.624275
41 C 3.801133 -0.162653 -1.373019
42 C 5.125198 -0.332077 -1.004740
43 C 5.457000 -1.080556 0.112055
44 C 4.451450 -1.671467 0.864465
45 C 3.131213 -1.519672 0.491460
46 C 1.022981 0.000725 -2.717873
47 C 1.232026 1.381679 -2.772209
48 C 1.120007 2.057832 -3.969712
49 C 0.761724 1.372901 -5.123309
50 C 0.546469 0.005788 -5.073658
51 C 0.688784 -0.680890 -3.881076
52 C -0.370239 -3.171335 -0.631230
53 C -0.600628 -4.481179 -1.102243
54 H -0.698763 -3.871952 2.430858
55 H 0.558656 -4.900548 4.257293
56 H 1.934439 -3.737046 6.696004
57 H 3.228548 -4.229891 5.611395
58 H 3.104175 -1.749242 7.158873
59 H 4.370946 -2.228269 6.040327
60 H 3.717918 0.762031 5.559336
61 H 2.586233 1.912091 3.725878
62 H 3.846817 0.967712 1.662434
63 H 5.539725 2.322877 0.510849
64 H 4.890258 4.349622 -0.736164
65 H 2.522786 5.086035 -0.734801
66 H 0.838556 3.737938 0.478839
67 H -1.864942 1.207730 2.615061
68 H -3.191654 2.590006 4.157845
69 H -2.203071 4.613994 5.176117
70 H 0.117049 5.249641 4.639079
71 H 1.450512 3.890037 3.090217
72 H -3.003963 -3.125362 1.511467
73 H -3.447314 -5.365425 0.527614
74 H -1.537163 -7.424700 -0.707471
75 H -2.508635 -6.763151 -2.018098
76 H 0.380322 -7.275368 -2.059182
77 H -0.599369 -6.620765 -3.364627
78 H 1.975953 -4.955037 -3.251102
79 H 2.377510 -2.628005 -2.565896
80 H 3.561177 0.427487 -2.246427
81 H 5.905487 0.119432 -1.600975
82 H 6.492703 -1.211069 0.391022
83 H 4.696594 -2.261244 1.735309
84 H 2.343922 -2.001564 1.057857
85 H 1.478861 1.911394 -1.856663
86 H 1.309655 3.122028 -4.016000
87 H 0.639186 1.910340 -6.052717
88 H 0.265959 -0.533813 -5.967291
89 H 0.532748 -1.748600 -3.848439
90 C -2.681650 4.606057 0.497650
91 C -3.087327 3.611321 -0.591495
92 C -4.523707 3.930957 -1.028847
93 O -3.128109 2.302922 -0.029796
94 B -2.477944 1.418868 -0.862438
95 O -1.608148 2.129510 -1.714431
96 C -2.048918 3.493895 -1.783431
97 C -0.853127 4.439636 -1.681160
98 C -2.673644 3.737927 -3.165572
99 H -3.461494 4.632281 1.253653
100 H -2.565400 5.606491 0.088157
101 H -1.762635 4.300752 0.992744
102 H -5.145668 3.933334 -0.137059
103 H -4.903884 3.156260 -1.689305
104 H -4.600604 4.900712 -1.511467
105 H -0.374037 4.370287 -0.715855
106 H -1.167389 5.468436 -1.839128
107 H -0.128322 4.177011 -2.447067
108 H -3.544942 3.115810 -3.330544
109 H -1.943235 3.502561 -3.937454
110 H -2.960998 4.781336 -3.263010
111 C -5.090305 -1.233040 -2.090957
112 Ge -3.170032 -0.860363 -2.511423
113 C -2.469259 -2.544200 -3.334473
114 C -3.127266 0.422306 -4.031748
115 C -2.460711 -0.102822 -0.834442
116 H -5.613240 -1.618109 -2.962789
117 H -5.598099 -0.331691 -1.753435
118 H -5.167194 -1.975817 -1.300506
119 H -3.262739 -2.905790 -3.984731
120 H -2.226284 -3.325551 -2.625506
121 H -1.599605 -2.340015 -3.949578
122 H -3.275312 -0.093411 -4.975631
123 H -2.173337 0.938963 -4.073661
124 H -3.918500 1.157722 -3.930270
125 H -3.108003 -0.505463 -0.044896

Cartesian forces, eV/Å:
Cr 1.4 0.1 0.7
O -0.9 -0.3 1.2
S -0.4 0.1 -0.4
C -0.5 -0.7 -0.4
C 0.0 0.7 -0.4
C 0.6 0.1 0.6
C -0.3 -0.3 -0.2
C 0.1 -0.2 0.2
C 0.2 0.0 0.2
C 0.0 0.5 -0.2
C 0.2 -0.7 0.5
C -0.8 -0.3 -0.9
C 0.6 0.4 0.6
P -0.2 0.8 0.1
C 0.1 -0.1 -0.2
C -0.3 0.1 0.1
C 0.2 0.1 -0.1
C 0.1 0.0 0.0
C 0.0 0.0 0.0
C -0.2 0.0 0.2
C 0.0 0.0 0.3
C 0.2 0.0 -0.1
C -0.1 0.1 0.2
C 0.0 0.0 0.0
C 0.0 0.2 0.1
C 0.0 -0.1 -0.1
C 0.4 0.2 0.4
C -0.1 0.0 -0.1
C -0.4 -0.4 0.3
C 0.6 1.1 0.0
C 0.3 -0.7 -0.7
C -0.3 0.2 0.3
C -0.1 -0.2 0.0
C 0.0 -0.2 -0.1
C 0.2 0.4 0.0
C -0.4 -0.8 0.0
C -0.5 0.7 0.9
C 0.7 -0.5 -0.7
P 1.2 0.0 -0.5
C 0.0 -0.2 -0.2
C -0.3 -0.1 0.0
C 0.2 0.0 0.0
C 0.0 0.0 0.0
C 0.1 0.0 0.1
C -0.1 0.2 -0.1
C -0.1 0.0 -0.2
C 0.1 -0.2 0.1
C 0.1 0.1 -0.1
C 0.0 0.0 0.0
C 0.0 0.1 -0.2
C 0.1 0.0 0.2
C 0.1 -0.4 -0.4
C 0.1 0.2 0.1
H 0.0 -0.1 -0.1
H 0.0 -0.1 0.0
H 0.0 0.0 0.0
H -0.1 0.0 0.0
H 0.0 0.0 0.0
H 0.0 0.0 0.0
H 0.0 0.0 0.0
H 0.0 0.0 0.0
H 0.0 -0.1 0.0
H 0.1 0.0 0.0
H 0.1 0.1 0.0
H 0.0 0.1 0.0
H 0.1 0.0 -0.1
H -0.1 0.0 0.0
H -0.1 0.0 0.0
H -0.1 0.0 0.0
H 0.0 0.1 0.0
H 0.0 0.0 0.0
H 0.0 0.1 0.1
H 0.0 0.0 0.0
H 0.0 0.0 0.0
H 0.0 0.0 0.1
H 0.0 0.0 0.0
H 0.1 0.0 0.0
H 0.1 0.0 -0.1
H 0.0 0.0 -0.1
H 0.0 0.0 0.0
H 0.1 0.1 0.0
H 0.1 0.0 0.0
H 0.0 -0.1 0.1
H 0.1 -0.1 0.0
H -0.1 0.1 0.0
H 0.0 0.1 0.0
H 0.0 0.0 -0.1
H 0.0 0.0 -0.1
H -0.1 0.0 -0.1
C 0.0 -0.3 -0.1
C -0.1 0.4 0.1
C 0.3 -0.2 0.1
O -0.5 0.2 0.3
B -0.8 -0.8 -0.4
O 0.2 -0.1 0.0
C 0.0 0.6 -0.2
C -0.2 -0.3 0.1
C 0.1 -0.3 0.3
H -0.1 0.0 0.1
H 0.0 0.1 0.0
H 0.1 0.0 0.0
H -0.1 0.0 0.1
H 0.0 0.0 -0.1
H 0.0 0.1 -0.1
H 0.0 0.0 0.1
H 0.0 0.1 0.0
H 0.1 0.0 -0.1
H -0.1 0.0 0.0
H 0.1 0.0 0.0
H -0.1 0.1 0.0
C 0.5 0.0 -0.2
Ge -0.1 0.2 0.2
C -0.2 0.4 0.3
C 0.0 -0.3 0.3
C -1.1 0.2 -0.8
H -0.1 0.0 -0.2
H 0.0 0.1 0.0
H 0.0 -0.1 0.1
H -0.1 -0.1 -0.1
H 0.0 -0.1 0.2
H 0.2 0.0 -0.1
H 0.0 -0.2 -0.1
H 0.1 0.1 0.0
H -0.1 0.1 0.0
H 0.0 0.1 -0.2

Its HOMO energy (spin up / spin down) is -5.63 / -5.29 eV. As for the multiplicity: 4. The LUMO energy (spin up / spin down) is -0.0013 / -0.0012 Eh. For the HOMO-LUMO gap (spin up / spin down), the calculation gives 5.60 / 5.26 eV.

---

Entry 5:
The molecule C6H10 at a distorted geometry. Source: the OMol25 dataset; level of theory: wB97M-V/def2-TZVPD.

Positions of all 16 atoms, in Å:
1 C 0.312798 1.363709 2.080976
2 C -0.157680 0.814444 0.988161
3 C -0.985562 1.644946 0.123332
4 C 0.165172 -0.511384 0.466556
5 C -0.147777 -1.148186 -0.770217
6 C 0.675121 -2.102473 -1.604836
7 H 0.341683 2.474978 2.160002
8 H 0.993586 0.914957 2.754248
9 H -1.293667 1.066416 -0.775575
10 H -0.398346 2.463610 -0.337994
11 H -1.910706 1.958826 0.677493
12 H 0.552715 -1.255015 1.181489
13 H -1.001353 -0.732997 -1.459819
14 H 0.191756 -2.941493 -2.060151
15 H 1.225052 -1.481990 -2.450405
16 H 1.437207 -2.528349 -0.973261

Cartesian forces, eV/Å:
C 1.4 1.7 0.6
C -0.5 -1.1 -1.1
C -1.5 0.6 -2.0
C -0.8 -3.7 -1.8
C -1.4 3.2 0.1
C 1.5 1.3 0.2
H -0.7 -0.9 0.1
H 0.4 -0.9 0.6
H -0.2 0.4 0.7
H -0.5 0.1 0.7
H 1.0 0.1 -0.8
H 1.0 0.7 -0.3
H 1.7 -0.1 1.4
H -0.8 -0.2 -0.4
H -1.2 -1.2 1.7
H 0.7 -0.2 0.1

The energy above the lowest of the compared OMol25 structures with the same formula, charge and spin comes out at 54.4 kcal/mol. Its HOMO energy is -8.20 eV. As for the multiplicity: 1. As for the SMILES: C=C(C)/C=C/C. The LUMO energy is 0.0220 Eh. For the HOMO-LUMO gap, the calculation gives 8.80 eV.

---

Entry 6:
A cluster of 3 separate species, C5H15NOS in total at a distorted geometry. Source: the OMol25 dataset; level of theory: wB97M-V/def2-TZVPD.

Positions of all 23 atoms, in Å:
1 C -0.749172 0.961423 0.339710
2 N 0.605836 1.064726 -0.155749
3 C 1.156417 -0.246129 -0.549035
4 C 0.551743 -1.102969 -1.613615
5 S 1.299433 -2.785079 -1.457243
6 C -1.238729 2.243471 1.050894
7 C -0.391728 2.565828 2.294916
8 H -0.677444 0.186084 1.113007
9 H -1.476386 0.666461 -0.449797
10 H 0.977012 -3.407497 -4.637523
11 H 2.221912 -0.142478 -0.710227
12 H 1.072830 -0.777264 0.419423
13 H 0.697091 -0.608366 -2.611449
14 H -0.529461 -1.223043 -1.523232
15 H 0.851491 -2.904663 -4.061797
16 H -1.100309 3.035665 0.349480
17 H -2.216641 2.145594 1.361238
18 H -0.695469 3.471589 2.838258
19 H 0.703926 2.799929 2.053601
20 H -0.410553 1.862160 3.094365
21 H -0.487934 -2.864928 1.724224
22 H 0.198191 -2.678385 0.196533
23 O -0.362056 -2.262132 0.934019

Cartesian forces, eV/Å:
C 0.6 1.0 0.5
N -0.4 -2.4 -0.8
C 0.6 3.5 3.0
C -0.9 -2.0 -2.2
S -0.3 1.4 -0.6
C 3.3 -0.3 0.0
C 1.7 1.6 -0.3
H -0.4 -0.8 -0.3
H 0.5 -0.4 0.2
H -0.2 0.7 0.6
H 0.1 0.3 -0.3
H -0.4 -0.3 -0.1
H 0.3 -0.6 0.7
H 0.0 0.2 0.6
H 0.2 -0.8 -0.8
H -0.4 0.8 -0.4
H -2.3 -0.3 0.2
H -0.4 0.1 -0.6
H -1.4 -0.7 0.1
H 0.0 -1.2 0.2
H 0.5 0.8 -1.8
H -0.4 -0.3 0.9
O -0.4 -0.6 1.2

The energy above the lowest of the compared OMol25 structures with the same formula, charge and spin comes out at 151.2 kcal/mol. Its HOMO energy is -7.71 eV. As for the multiplicity: 1. The LUMO energy is -0.1315 Eh. For the HOMO-LUMO gap, the calculation gives 4.13 eV.